1.
73
Properties=species:S:1:pos:R:3 method="wB97M-V/def2-TZVPD" e_tot_ha=-2485.32154 s_squared=2.017 homo_lumo_gap_ev="2.320 / 2.312" total_charge=-2 spin_multiplicity=3 mol_weight_g_mol=528.56
C 0.41429 -0.72796 -3.95712
C 0.28234 -1.30496 -2.51789
C -0.04970 0.73276 -3.88355
C -0.74160 0.96874 -2.49912
H -0.77860 0.94629 -4.67391
H 0.80040 1.41111 -4.01574
C -0.92124 -0.57136 -1.95385
H 1.19189 -1.05791 -1.94563
H 0.17461 -2.39410 -2.56313
C -1.58736 -0.91784 -0.57336
H -1.73193 -0.89733 -2.64141
H -1.81259 1.22486 -2.63812
C -0.15947 2.20765 -1.93800
C 1.82803 -0.87017 -4.52294
C -0.41645 -1.42807 -5.04733
O -1.02772 -0.81378 -5.91166
O 2.84464 -0.86227 -3.84342
O 1.84054 -1.06711 -5.85497
O -0.32736 -2.76284 -5.02997
C -0.91142 -3.37893 -6.19150
H -0.76779 -4.44438 -6.02522
H -0.37164 -3.04209 -7.08481
H -1.97681 -3.13083 -6.27648
C 3.14830 -1.25578 -6.39474
H 3.78652 -0.38678 -6.19522
H 3.01157 -1.38721 -7.46597
H 3.62031 -2.14372 -5.96031
O -0.82056 -1.43818 0.50340
H -2.35668 -1.69818 -0.79720
H -2.15264 -0.02029 -0.22121
C -1.01797 3.12879 -1.17353
C 1.28551 2.50709 -1.97757
H 1.53018 3.37809 -2.64151
H 1.91234 1.65995 -2.30544
H 1.64871 2.81349 -0.97853
H -0.51486 3.46167 -0.25335
H -1.95158 2.62375 -0.90803
H -1.29490 4.05298 -1.72100
V -0.45842 -0.86797 2.16454
C -2.11541 -0.57417 3.92064
C -2.85476 -0.77222 2.71508
C -2.54348 -2.07335 2.22631
H -3.57322 -0.07685 2.27254
C -1.56116 -2.66744 3.08020
C -1.29598 -1.73159 4.14601
H -0.71703 -1.94858 5.03302
H -2.28590 0.21958 4.63882
H -3.03235 -2.57226 1.39708
H -1.19318 -3.68938 3.00718
C 1.72294 0.19540 2.60632
C 1.47497 -0.87869 3.51729
C 1.36709 -2.09336 2.75983
H 1.47208 -0.80008 4.59946
C 1.52279 -1.75614 1.37090
C 1.69845 -0.33350 1.27559
H 1.90984 0.22533 0.36352
H 1.96862 1.22267 2.86596
H 1.28796 -3.10441 3.16139
H 1.59297 -2.46565 0.54360
C -0.55233 1.47507 3.00901
C -0.19700 1.96423 4.35049
C 0.05195 3.34957 4.54695
C 0.38039 3.85685 5.80335
C 0.46118 3.01254 6.91953
C 0.22565 1.64175 6.74824
C -0.06724 1.13395 5.48965
H -1.63172 1.57641 2.80121
H -0.02846 2.05417 2.22900
H -0.00837 4.01329 3.68101
H 0.57489 4.92527 5.92254
H 0.69526 3.40860 7.91003
H 0.28015 0.96207 7.60122
H -0.20049 0.05370 5.40185

***

2.
77
Properties=species:S:1:pos:R:3 method="wB97M-V/def2-TZVPD" e_tot_ha=-2379.74192 homo_lumo_gap_ev=5.626 total_charge=-1 mol_weight_g_mol=676.40
C -5.40057 -2.70680 -4.35735
C -4.79052 -1.69291 -3.36876
C -4.28129 -3.09050 -5.36094
C -3.28996 -1.92358 -5.27801
H -4.75285 -3.17788 -6.34434
H -3.85864 -4.06380 -5.08713
C -3.81044 -0.89867 -4.23842
H -4.26333 -2.25862 -2.58541
H -5.57208 -1.09142 -2.88147
C -2.57536 -0.34554 -3.54227
H -4.36927 -0.08969 -4.73108
H -3.24319 -1.43297 -6.25916
C -1.83529 -2.22270 -4.78894
C -6.13728 -3.85871 -3.70072
C -6.61154 -2.11826 -5.07831
O -6.78431 -2.11986 -6.28595
O -6.06447 -4.16991 -2.52733
O -6.97189 -4.47101 -4.57045
O -7.51934 -1.63040 -4.21464
C -8.78079 -1.29695 -4.79505
H -9.38137 -0.94943 -3.95726
H -9.22956 -2.18337 -5.25371
H -8.67164 -0.51321 -5.54851
C -7.73167 -5.51086 -3.96017
H -7.07847 -6.27081 -3.51743
H -8.32574 -5.93750 -4.76509
H -8.37603 -5.09568 -3.17605
O -1.45787 -1.20319 -3.79938
H -2.67046 -0.26303 -2.44982
H -2.33220 0.65381 -3.94012
C -0.88945 -2.15390 -5.98851
C -1.64749 -3.56767 -4.08473
H -1.79419 -4.40299 -4.77887
H -2.32683 -3.67806 -3.23087
H -0.62299 -3.64323 -3.69677
H 0.16009 -2.18792 -5.67378
H -1.05642 -1.23125 -6.56054
H -1.07672 -3.01049 -6.65305
Sn 0.87528 -0.62427 -1.02186
C 1.11778 2.40683 -0.44244
C 0.30610 2.08307 -1.58531
C -1.03089 1.86798 -1.10589
H 0.63523 2.10117 -2.62588
C -1.02548 2.02746 0.30480
C 0.28467 2.37899 0.71210
H 0.57207 2.65151 1.72429
H 2.13567 2.76536 -0.48264
H -1.91708 1.71969 -1.72099
H -1.89061 1.95489 0.96190
C 0.53267 -2.24115 1.23223
C 0.53024 -1.15818 2.17131
C -0.75833 -0.57129 2.16673
H 1.35217 -0.90130 2.83204
C -1.57570 -1.29422 1.25934
C -0.80164 -2.35247 0.70229
H -1.16038 -3.13135 0.02826
H 1.36556 -2.91330 1.03975
H -1.08655 0.25893 2.79455
H -2.63084 -1.09958 1.06128
C 7.88927 -0.11496 4.85272
C 6.75543 -0.07313 3.86443
C 5.43809 0.07282 4.31524
C 4.37650 0.17375 3.41866
C 4.60713 0.10729 2.03875
C 5.91864 -0.04781 1.57658
C 6.97628 -0.14752 2.48071
S 3.26770 0.50875 0.91931
O 2.23038 0.94231 1.83908
O 3.81931 1.48524 0.00411
O 2.84435 -0.76907 0.19876
H 7.94874 0.81232 5.44020
H 7.74113 -0.93759 5.56456
H 8.84994 -0.25383 4.34559
H 5.23379 0.13874 5.38628
H 3.37192 0.33582 3.79389
H 6.10743 -0.07932 0.50856
H 7.99579 -0.26274 2.10439

***

3.
98
Properties=species:S:1:pos:R:3 method="wB97M-V/def2-TZVPD" smiles="O=[N+]([O-])c1ccccc1.O=[N+]([O-])c1ccccc1.O=C1OC[C@@H](F)O1.O=C1OC[C@@H](F)O1.O=C1OC[C@@H](F)O1.O=C1OC[C@@H](F)O1.CCOS(C)(=O)=O.CCOS(C)(=O)=O" e_tot_ha=-4126.26053 homo_lumo_gap_ev=8.540 total_charge=0 relative_energy_kcal_mol=116.08 mol_weight_g_mol=918.75
O -0.66189 7.17651 -6.10190
N -0.58213 7.02645 -4.85004
O -1.00058 7.92606 -4.10615
C 0.02477 5.82819 -4.15100
C 0.72965 4.89226 -4.88091
C 1.37630 3.84278 -4.26547
C 1.24312 3.69316 -2.87727
C 0.54277 4.60044 -2.11432
C -0.09752 5.67103 -2.73565
H 0.67624 5.06810 -5.94516
H 2.00990 3.18241 -4.83892
H 1.67357 2.88899 -2.29897
H 0.45979 4.48555 -1.04366
H -0.63063 6.36684 -2.10474
O 2.43205 -0.55050 -1.54659
N 3.30421 0.16062 -1.02535
O 3.10183 1.29632 -0.56457
C 4.69723 -0.40750 -0.96492
C 5.65245 -0.05450 -0.07247
C 6.90233 -0.74624 -0.08424
C 7.07984 -1.79712 -0.99296
C 6.12936 -2.25017 -1.78037
C 4.95502 -1.46322 -1.89096
H 5.37479 0.79438 0.53476
H 7.67703 -0.39484 0.58117
H 8.05315 -2.25921 -0.91857
H 6.30003 -2.99833 -2.54032
H 4.20947 -1.70181 -2.63502
O 2.63717 -1.82927 2.03398
C 2.14789 -1.90208 3.15974
O 2.52622 -2.92521 4.09985
C 1.61355 -2.93354 5.14767
C 1.06603 -1.47526 5.13842
F 1.86920 -0.65109 5.82995
O 1.06829 -1.17005 3.75457
H 0.86297 -3.70471 4.97438
H 2.08164 -3.17775 6.10127
H 0.05680 -1.43282 5.54799
O -1.47763 6.90047 0.17377
C -2.09643 5.88887 0.43413
O -2.30327 5.31209 1.65103
C -3.35054 4.43624 1.59093
C -3.09740 3.95455 0.19436
F -4.27146 3.57325 -0.23549
O -2.64591 5.05575 -0.50178
H -3.15686 3.76198 2.42517
H -4.27578 5.00257 1.69721
H -2.34794 3.16381 0.16060
O -1.34986 2.37519 3.51523
C -0.79936 1.82275 2.60286
O -0.82282 0.51870 2.38190
C -0.22648 0.28016 1.08621
C 0.57875 1.55426 0.90588
F 0.41267 1.86230 -0.35396
O -0.04060 2.42265 1.72238
H 0.38919 -0.61548 1.00332
H -1.08288 0.09023 0.43921
H 1.63528 1.53731 1.17341
O -5.15054 1.95099 2.32006
C -4.74301 0.91333 2.86810
O -5.04569 -0.36279 2.39911
C -4.14829 -1.29871 3.01136
C -4.01360 -0.65326 4.29184
F -2.85965 -1.06784 4.75474
O -3.91597 0.73651 3.87464
H -4.51710 -2.32151 3.08855
H -3.13900 -1.19337 2.61344
H -4.74244 -0.75146 5.09635
C 4.05552 -4.92706 1.84424
C 2.64048 -5.44713 1.53629
O 1.71454 -4.58260 0.93582
S 0.12003 -4.94898 1.19766
C -0.48506 -3.88049 -0.30591
O -0.15896 -6.39120 0.91241
O -0.37178 -4.27954 2.37951
H 4.61668 -5.28174 2.70877
H 4.19341 -3.87278 2.08421
H 4.59199 -5.06866 0.90602
H 2.69294 -6.39842 1.00677
H 2.32699 -5.74863 2.53575
H -1.53437 -3.64701 -0.12553
H -0.51902 -4.57090 -1.14870
H 0.16141 -3.00902 -0.40940
C -2.22107 -3.49290 -4.40386
C -3.17222 -2.24677 -3.98058
O -2.42940 -1.12467 -3.53549
S -3.05347 -0.21009 -2.29766
C -4.61771 0.29752 -3.20716
O -3.16270 -1.20676 -1.23861
O -2.24861 0.96012 -2.08609
H -1.28701 -3.07385 -4.77805
H -2.53714 -4.26586 -5.10438
H -1.99385 -4.01135 -3.47236
H -3.94225 -2.04273 -4.72456
H -3.83647 -2.71125 -3.25180
H -5.00012 1.01885 -2.48498
H -5.17631 -0.62596 -3.35963
H -4.32350 0.86503 -4.09003

***

Repeat the first record exactly.
73
Properties=species:S:1:pos:R:3 method="wB97M-V/def2-TZVPD" e_tot_ha=-2485.32154 s_squared=2.017 homo_lumo_gap_ev="2.320 / 2.312" total_charge=-2 spin_multiplicity=3 mol_weight_g_mol=528.56
C 0.41429 -0.72796 -3.95712
C 0.28234 -1.30496 -2.51789
C -0.04970 0.73276 -3.88355
C -0.74160 0.96874 -2.49912
H -0.77860 0.94629 -4.67391
H 0.80040 1.41111 -4.01574
C -0.92124 -0.57136 -1.95385
H 1.19189 -1.05791 -1.94563
H 0.17461 -2.39410 -2.56313
C -1.58736 -0.91784 -0.57336
H -1.73193 -0.89733 -2.64141
H -1.81259 1.22486 -2.63812
C -0.15947 2.20765 -1.93800
C 1.82803 -0.87017 -4.52294
C -0.41645 -1.42807 -5.04733
O -1.02772 -0.81378 -5.91166
O 2.84464 -0.86227 -3.84342
O 1.84054 -1.06711 -5.85497
O -0.32736 -2.76284 -5.02997
C -0.91142 -3.37893 -6.19150
H -0.76779 -4.44438 -6.02522
H -0.37164 -3.04209 -7.08481
H -1.97681 -3.13083 -6.27648
C 3.14830 -1.25578 -6.39474
H 3.78652 -0.38678 -6.19522
H 3.01157 -1.38721 -7.46597
H 3.62031 -2.14372 -5.96031
O -0.82056 -1.43818 0.50340
H -2.35668 -1.69818 -0.79720
H -2.15264 -0.02029 -0.22121
C -1.01797 3.12879 -1.17353
C 1.28551 2.50709 -1.97757
H 1.53018 3.37809 -2.64151
H 1.91234 1.65995 -2.30544
H 1.64871 2.81349 -0.97853
H -0.51486 3.46167 -0.25335
H -1.95158 2.62375 -0.90803
H -1.29490 4.05298 -1.72100
V -0.45842 -0.86797 2.16454
C -2.11541 -0.57417 3.92064
C -2.85476 -0.77222 2.71508
C -2.54348 -2.07335 2.22631
H -3.57322 -0.07685 2.27254
C -1.56116 -2.66744 3.08020
C -1.29598 -1.73159 4.14601
H -0.71703 -1.94858 5.03302
H -2.28590 0.21958 4.63882
H -3.03235 -2.57226 1.39708
H -1.19318 -3.68938 3.00718
C 1.72294 0.19540 2.60632
C 1.47497 -0.87869 3.51729
C 1.36709 -2.09336 2.75983
H 1.47208 -0.80008 4.59946
C 1.52279 -1.75614 1.37090
C 1.69845 -0.33350 1.27559
H 1.90984 0.22533 0.36352
H 1.96862 1.22267 2.86596
H 1.28796 -3.10441 3.16139
H 1.59297 -2.46565 0.54360
C -0.55233 1.47507 3.00901
C -0.19700 1.96423 4.35049
C 0.05195 3.34957 4.54695
C 0.38039 3.85685 5.80335
C 0.46118 3.01254 6.91953
C 0.22565 1.64175 6.74824
C -0.06724 1.13395 5.48965
H -1.63172 1.57641 2.80121
H -0.02846 2.05417 2.22900
H -0.00837 4.01329 3.68101
H 0.57489 4.92527 5.92254
H 0.69526 3.40860 7.91003
H 0.28015 0.96207 7.60122
H -0.20049 0.05370 5.40185